[1]
Formula: C48H54CaN8O3S2Si2Te
Source: the OMol25 dataset
Level of theory: ωB97M-V/def2-TZVPD

Results
* energy relative to the best compared isomer or geometry (same formula, charge and spin): 98.9 kJ/mol
* electronic energy: -131877.8131 eV

Structure (ORCA input):
```
! wB97M-V def2-TZVPD RIJCOSX def2/J DEFGRID3
* xyz -2 1
Ca -0.93609 2.71661 1.19746
C 2.17459 5.92240 0.38989
O 3.35012 5.12990 0.70027
C 3.30007 4.34835 1.83151
C 4.46388 4.33525 2.60265
C 4.57621 3.51149 3.72266
C 3.50810 2.73794 3.99056
C 2.33782 2.63879 3.23691
C 1.47610 1.49866 3.48007
N 0.44379 1.19485 2.80356
N -0.18296 0.03209 3.16677
C -1.41034 0.04555 2.86071
O -2.04976 1.06257 2.45007
C -2.11635 -1.26128 2.80991
C -1.50743 -2.47500 3.13816
C -2.25922 -3.70843 2.94601
C -3.54495 -3.64762 2.47713
C -4.15613 -2.45470 2.14093
C -3.41840 -1.26065 2.36793
C 2.14999 3.48573 2.12304
O 1.22674 3.51692 1.18694
H 1.94073 6.47290 1.26670
H 1.31805 5.29197 0.09261
H 2.55542 6.54239 -0.44278
H 5.41143 4.86716 2.24325
H 5.44267 3.36120 4.31639
H 3.48967 1.89911 4.70829
H 1.73162 0.92290 4.36164
H -0.46504 -2.50042 3.47545
H -1.68124 -4.65110 2.97166
H -4.11675 -4.63026 2.34466
H -5.17032 -2.41458 1.75883
H -3.85688 -0.34543 2.23881
N -0.46366 1.12327 -3.07835
C 0.28512 1.92265 -3.89451
C 0.27378 1.82304 -5.30117
C 1.10625 2.54785 -6.14573
C 1.93252 3.47786 -5.53156
C 2.00998 3.61361 -4.16130
C 1.20805 2.81890 -3.36427
S 1.29810 3.00712 -1.59392
N -0.28613 2.50029 -1.17260
C -0.92114 1.65656 -1.92463
C -2.24763 1.14357 -1.47027
C -2.97064 0.21711 -2.23021
C -4.23522 -0.13540 -1.80850
C -4.71400 0.38945 -0.59938
C -3.91918 1.22824 0.13365
N -2.72611 1.55899 -0.29172
H -0.85716 0.29335 -3.48384
H -0.42834 1.12018 -5.73526
H 1.04541 2.54886 -7.23087
H 2.60791 4.03551 -6.14130
H 2.73908 4.21015 -3.59219
H -2.62723 -0.18283 -3.12145
H -4.80194 -0.81576 -2.40862
H -5.66293 0.02170 -0.21855
H -4.13898 1.56664 1.12703
C -2.37594 4.92362 1.13398
C -2.07718 5.10741 2.46386
C -2.84926 4.46101 3.47004
C -2.51892 4.62901 4.77620
C -1.51639 5.48668 5.19853
C -0.72270 6.14068 4.20521
C -1.01736 5.98562 2.84925
C -1.32602 5.71302 6.58826
N -1.16245 5.91972 7.70576
H -2.04323 5.64534 0.44073
H -3.32544 4.37732 0.94529
H -3.57720 3.76657 3.18104
H -3.11555 4.13153 5.51247
H 0.20371 6.77662 4.55926
H -0.37280 6.34859 1.98078
C 2.43010 -5.64024 -0.53075
Si 1.28710 -5.16060 -1.94334
C -0.48854 -5.73442 -1.66049
C 2.01736 -6.23723 -3.35870
C 1.35091 -3.26341 -2.23822
Te 0.53570 -2.21849 -0.56524
C 2.20194 -2.37391 0.81127
Si 3.85713 -1.48967 0.61497
C 4.75606 -1.91128 2.19495
C 3.94238 0.38423 0.30002
C 4.55744 -2.28565 -0.93679
H 2.45479 -6.73971 -0.42539
H 2.12756 -5.30044 0.48665
H 3.42742 -5.29897 -0.66005
H -0.75986 -6.78624 -1.43566
H -1.00210 -5.50048 -2.59314
H -0.94365 -4.99746 -0.90236
H 3.10007 -6.09887 -3.45539
H 1.41598 -5.93851 -4.26117
H 1.72846 -7.25669 -3.16303
H 0.63746 -3.01824 -3.04956
H 2.25434 -2.75223 -2.60233
H 2.40043 -3.42019 0.94946
H 1.69666 -2.06669 1.75145
H 5.82054 -2.12067 2.05079
H 4.41529 -2.78812 2.66801
H 4.59635 -1.07984 2.89243
H 3.67193 0.97605 1.25543
H 3.37719 0.73737 -0.55924
H 4.95092 0.62077 0.13825
H 4.38106 -3.35233 -0.86808
H 5.56559 -2.12814 -1.27165
H 4.04892 -1.86665 -1.76157
C -4.76859 -5.20219 -4.12993
C -3.73523 -4.29964 -3.40380
C -3.82778 -4.05898 -2.03351
C -2.89940 -3.20304 -1.52779
N -1.99345 -2.53014 -2.22986
C -2.08442 -2.68184 -3.60010
S -0.94727 -1.66944 -4.53601
N -2.92674 -3.58174 -4.20919
H -4.75713 -4.94315 -5.16110
H -5.78922 -5.12080 -3.75084
H -4.40298 -6.20681 -4.15542
H -4.55647 -4.53230 -1.45482
H -2.85861 -3.15181 -0.40897
*
```

[2]
Formula: C48H54F18O12
Source: the OMol25 dataset
Level of theory: ωB97M-V/def2-TZVPD

Results
* electronic energy: -124136.4314 eV
* SMILES: CCOC(=O)C(F)(F)F.CCOC(=O)C(F)(F)F.CCOC(=O)C(F)(F)F.CCOC(=O)C(F)(F)F.CCOC(=O)C(F)(F)F.CCOC(=O)C(F)(F)F.c1ccccc1.c1ccccc1.c1ccccc1.c1ccccc1

Structure (ORCA input):
```
! wB97M-V def2-TZVPD RIJCOSX def2/J DEFGRID3
* xyz 0 1
C -9.69799 -23.98309 5.78177
C -9.01356 -23.15496 6.77885
O -9.44127 -21.72058 6.66873
C -9.28580 -20.84728 7.62405
O -8.77181 -20.94096 8.70240
C -9.86638 -19.48470 7.21976
F -11.07039 -19.58852 6.64659
F -9.95760 -18.78310 8.27451
F -9.02456 -18.84172 6.40212
H -10.71515 -24.36430 6.11151
H -9.15532 -24.89254 5.67867
H -9.89828 -23.44723 4.87945
H -7.98536 -23.13705 6.47271
H -9.19130 -23.34534 7.82646
C -0.91300 -22.40888 7.42745
C -1.97772 -22.12632 8.45572
O -1.48768 -20.86733 9.11829
C -2.24121 -20.54989 10.15468
O -3.32749 -20.97590 10.42336
C -1.58842 -19.40521 10.97389
F -0.70389 -19.88044 11.81145
F -0.87151 -18.58615 10.18997
F -2.56198 -18.73548 11.51548
H -0.70844 -21.50894 6.79335
H -1.20127 -23.25580 6.76948
H 0.00094 -22.72598 7.92944
H -2.02892 -22.88246 9.22853
H -2.98269 -22.04243 8.03609
C -10.34458 -25.77619 15.01943
C -9.12289 -25.84417 14.08143
O -9.50617 -25.81086 12.68598
C -9.12767 -26.75261 11.79755
O -8.37571 -27.63720 11.91121
C -9.93070 -26.41371 10.52701
F -9.93483 -27.40173 9.68032
F -11.19588 -26.09358 10.83083
F -9.44106 -25.33393 9.98601
H -11.14081 -26.37161 14.54561
H -10.61311 -24.73850 15.00569
H -10.22584 -26.14172 16.05899
H -8.54934 -26.76375 14.21078
H -8.49905 -25.02915 14.37558
C -6.22789 -19.02867 11.17255
C -6.78979 -18.68486 9.86043
O -6.03882 -19.34805 8.78311
C -5.27884 -18.60923 8.04463
O -5.20121 -17.37816 8.06909
C -4.40654 -19.28691 6.97885
F -4.29937 -20.59113 7.17904
F -4.82834 -19.10139 5.72198
F -3.19281 -18.75921 7.06901
H -6.76176 -18.53162 11.99878
H -5.13854 -18.74915 11.23534
H -6.31581 -20.10398 11.39612
H -6.75957 -17.66100 9.64870
H -7.73769 -19.19367 9.74276
C 0.27689 -24.15602 3.36271
C 0.55295 -25.05366 4.54019
O -0.36860 -26.20287 4.68656
C -1.62451 -25.88423 5.08027
O -2.05733 -24.85947 5.35488
C -2.56426 -27.10668 4.96849
F -2.89409 -27.46263 6.26130
F -3.74589 -26.83564 4.43702
F -2.03732 -28.10467 4.33399
H 0.72764 -24.63366 2.46763
H 0.73894 -23.20466 3.49048
H -0.83672 -24.22346 3.20236
H 0.52304 -24.53833 5.50503
H 1.54796 -25.63846 4.51947
C -3.23949 -27.59022 10.27269
C -2.87479 -26.13702 9.97749
O -1.56209 -25.89993 10.53416
C -0.59609 -25.61783 9.70194
O -0.62991 -25.53807 8.49677
C 0.78207 -25.61598 10.44677
F 0.74010 -24.71769 11.42769
F 1.00651 -26.86570 10.92045
F 1.79250 -25.28470 9.61680
H -4.32720 -27.59652 9.95147
H -3.23650 -27.67158 11.39294
H -2.72657 -28.42489 9.74607
H -3.60975 -25.47790 10.48802
H -2.82048 -25.91632 8.91604
C -8.16750 -21.58487 14.13568
C -7.94153 -22.44166 13.03394
C -8.50162 -22.22562 11.81825
C -9.41160 -21.15303 11.66227
C -9.66275 -20.32314 12.75650
C -9.05339 -20.55348 13.98866
H -7.65778 -21.86431 15.05333
H -7.36145 -23.36407 13.20956
H -8.29642 -22.92361 11.04633
H -9.92103 -21.12943 10.73199
H -10.26662 -19.41078 12.63518
H -9.24365 -19.92414 14.82820
C -5.21735 -30.05980 8.30286
C -4.03524 -30.59428 8.79049
C -3.91039 -30.95068 10.15172
C -5.01456 -30.79110 10.97691
C -6.21008 -30.32281 10.49406
C -6.31997 -30.03254 9.14558
H -5.23283 -29.75384 7.27694
H -3.19555 -30.73925 8.14496
H -2.97548 -31.35504 10.57954
H -5.05239 -31.11273 12.05135
H -7.11318 -30.16817 11.07543
H -7.27202 -29.70081 8.73557
C -3.53322 -22.58475 3.85944
C -3.79034 -21.24574 3.43878
C -5.08508 -20.82740 3.32465
C -6.14033 -21.65604 3.71454
C -5.85910 -22.92401 4.17095
C -4.55391 -23.41324 4.26304
H -2.49612 -22.89102 3.98171
H -2.93206 -20.58780 3.21338
H -5.31026 -19.84899 3.07757
H -7.16306 -21.30786 3.69715
H -6.67547 -23.52634 4.51341
H -4.41048 -24.42936 4.66864
C -6.06242 -24.77481 9.90274
C -5.63106 -23.74479 9.09053
C -5.44576 -23.99838 7.73713
C -5.57889 -25.27680 7.27057
C -6.00527 -26.30570 8.08033
C -6.22145 -26.07929 9.43748
H -6.34424 -24.47464 10.87116
H -5.54270 -22.74547 9.53545
H -5.16323 -23.22889 7.11090
H -5.41651 -25.55617 6.22007
H -6.22954 -27.28789 7.62917
H -6.88363 -26.75042 10.05827
*
```